Record 1
Density functional theory data (wB97M-V/def2-TZVPD) for 11 unconnected molecules or ions with the total composition C44H60N10O2S at a distorted geometry.

## Properties
total charge: -1
E_tot: -76426.6307 eV
spin multiplicity: 2
expectation value of S²: 0.7505
frontier orbital gap (alpha / beta): 1.4 / 7.4 eV
LUMO (alpha / beta): 2.02 / 1.94 eV

Each atom is followed by the atoms it is bonded to, with distances in Å.
Positions of all 117 atoms, in Å:
1 C -11.228 9.534 -27.182  C2 1.550, H6 1.090, H7 1.090, H8 1.090
2 C -11.471 9.609 -25.653  C1 1.550, C3 1.508, H9 1.090, H10 1.090
3 C -12.276 8.420 -25.191  C2 1.508, C4 1.467, H11 1.090, H12 1.090
4 C -11.672 7.092 -25.337  C3 1.467, N5 1.142
5 N -11.222 6.050 -25.464  C4 1.142
6 H -12.076 9.242 -27.801  C1 1.090
7 H -10.380 8.945 -27.532  C1 1.090
8 H -11.099 10.574 -27.481  C1 1.090
9 H -11.972 10.528 -25.350  C2 1.090
10 H -10.519 9.545 -25.125  C2 1.090
11 H -13.232 8.412 -25.715  C3 1.090
12 H -12.426 8.729 -24.157  C3 1.090
13 C -5.840 8.262 -16.711  C14 1.566, C19 1.527, H20 1.090, H21 1.090
14 C -4.439 8.181 -17.405  C13 1.566, C15 1.560, H22 1.090, H23 1.090
15 C -3.576 9.439 -17.081  C14 1.560, S16 1.913, H24 1.090, H25 1.090
16 S -4.781 10.694 -16.286  C15 1.913, O17 1.444, O18 1.448, C19 1.894
17 O -4.830 11.953 -16.991  S16 1.444
18 O -4.557 10.754 -14.857  S16 1.448
19 C -6.345 9.704 -16.688  C13 1.527, S16 1.894, H26 1.090, H27 1.090
20 H -5.825 7.912 -15.679  C13 1.090
21 H -6.581 7.624 -17.192  C13 1.090
22 H -4.525 8.108 -18.489  C14 1.090
23 H -3.927 7.250 -17.162  C14 1.090
24 H -3.135 9.972 -17.923  C15 1.090
25 H -2.709 9.277 -16.440  C15 1.090
26 H -6.787 9.876 -17.669  C19 1.090
27 H -7.137 9.980 -15.992  C19 1.090
28 N -11.699 3.600 -22.377  C29 1.374, C32 1.405, H33 1.010
29 C -12.781 3.229 -21.614  N28 1.374, C30 1.382, H34 1.080
30 C -13.220 4.436 -21.108  C29 1.382, C31 1.464, H35 1.080
31 C -12.308 5.520 -21.476  C30 1.464, C32 1.391, H36 1.080
32 C -11.358 4.961 -22.325  N28 1.405, C31 1.391, H37 1.080
33 H -11.203 2.875 -22.875  N28 1.010
34 H -13.104 2.199 -21.581  C29 1.080
35 H -14.187 4.403 -20.628  C30 1.080
36 H -12.466 6.557 -21.220  C31 1.080
37 H -10.528 5.249 -22.954  C32 1.080
38 N -13.654 11.841 -21.450  C39 1.360, C42 1.368, H43 1.010
39 C -13.716 11.149 -20.281  N38 1.360, C40 1.355, H44 1.080
40 C -12.957 10.038 -20.445  C39 1.355, C41 1.417, H45 1.080
41 C -12.174 10.217 -21.613  C40 1.417, C42 1.412, H46 1.080
42 C -12.749 11.296 -22.319  N38 1.368, C41 1.412, H47 1.080
43 H -14.275 12.612 -21.652  N38 1.010
44 H -14.409 11.378 -19.485  C39 1.080
45 H -13.081 9.135 -19.866  C40 1.080
46 H -11.419 9.537 -21.979  C41 1.080
47 H -12.576 11.755 -23.281  C42 1.080
48 N -6.388 9.079 -25.412  C49 1.392, C52 1.392, H53 1.010
49 C -7.604 9.750 -25.318  N48 1.392, C50 1.396, H54 1.080
50 C -7.466 10.603 -24.222  C49 1.396, C51 1.410, H55 1.080
51 C -6.141 10.564 -23.742  C50 1.410, C52 1.376, H56 1.080
52 C -5.516 9.554 -24.437  N48 1.392, C51 1.376, H57 1.080
53 H -6.139 8.451 -26.163  N48 1.010
54 H -8.335 9.563 -26.091  C49 1.080
55 H -8.234 11.308 -23.941  C50 1.080
56 H -5.716 11.187 -22.969  C51 1.080
57 H -4.519 9.144 -24.365  C52 1.080
58 N -2.855 11.794 -21.466  C59 1.363, C62 1.398, H63 1.010
59 C -2.701 10.447 -21.327  N58 1.363, C60 1.354, H64 1.080
60 C -3.859 9.956 -20.826  C59 1.354, C61 1.427, H65 1.080
61 C -4.690 11.067 -20.495  C60 1.427, C62 1.378, H66 1.080
62 C -4.079 12.219 -20.941  N58 1.398, C61 1.378, H67 1.080
63 H -2.157 12.415 -21.850  N58 1.010
64 H -1.775 9.972 -21.614  C59 1.080
65 H -3.990 8.907 -20.605  C60 1.080
66 H -5.645 11.031 -19.990  C61 1.080
67 H -4.255 13.283 -20.893  C62 1.080
68 N -7.604 8.794 -21.542  C69 1.380, C72 1.397, H73 1.010
69 C -7.120 8.322 -20.339  N68 1.380, C70 1.387, H74 1.080
70 C -8.092 7.607 -19.654  C69 1.387, C71 1.426, H75 1.080
71 C -9.257 7.629 -20.476  C70 1.426, C72 1.415, H76 1.080
72 C -8.926 8.355 -21.645  N68 1.397, C71 1.415, H77 1.080
73 H -7.077 9.341 -22.207  N68 1.010
74 H -6.092 8.587 -20.143  C69 1.080
75 H -7.980 7.125 -18.695  C70 1.080
76 H -10.177 7.124 -20.224  C71 1.080
77 H -9.555 8.580 -22.494  C72 1.080
78 N -10.018 12.015 -20.199  C79 1.380, C82 1.381, H83 1.010
79 C -8.750 11.698 -19.755  N78 1.380, C80 1.394, H84 1.080
80 C -8.220 12.796 -19.078  C79 1.394, C81 1.368, H85 1.080
81 C -9.082 13.845 -19.242  C80 1.368, C82 1.379, H86 1.080
82 C -10.154 13.369 -19.967  N78 1.381, C81 1.379, H87 1.080
83 H -10.564 11.495 -20.870  N78 1.010
84 H -8.365 10.698 -19.888  C79 1.080
85 H -7.210 12.862 -18.700  C80 1.080
86 H -8.873 14.865 -18.953  C81 1.080
87 H -11.049 13.808 -20.382  C82 1.080
88 N -7.360 5.269 -21.927  C89 1.402, C92 1.365, H93 1.010
89 C -7.975 4.062 -21.563  N88 1.402, C90 1.383, H94 1.080
90 C -7.111 3.030 -21.879  C89 1.383, C91 1.411, H95 1.080
91 C -6.038 3.635 -22.566  C90 1.411, C92 1.392, H96 1.080
92 C -6.168 5.021 -22.543  N88 1.365, C91 1.392, H97 1.080
93 H -7.695 6.183 -21.658  N88 1.010
94 H -8.902 4.062 -21.009  C89 1.080
95 H -7.231 1.975 -21.679  C90 1.080
96 H -5.153 3.109 -22.892  C91 1.080
97 H -5.440 5.780 -22.788  C92 1.080
98 N -6.205 2.260 -17.550  C99 1.402, C102 1.378, H103 1.010
99 C -6.313 3.085 -18.679  N98 1.402, C100 1.409, H104 1.080
100 C -7.338 4.016 -18.423  C99 1.409, C101 1.387, H105 1.080
101 C -7.827 3.781 -17.146  C100 1.387, C102 1.365, H106 1.080
102 C -7.186 2.673 -16.675  N98 1.378, C101 1.365, H107 1.080
103 H -5.584 1.464 -17.538  N98 1.010
104 H -5.655 2.909 -19.517  C99 1.080
105 H -7.759 4.850 -18.965  C100 1.080
106 H -8.680 4.310 -16.747  C101 1.080
107 H -7.353 2.079 -15.788  C102 1.080
108 N -13.956 6.541 -17.849  C109 1.319, C112 1.380, H113 1.010
109 C -14.154 7.706 -17.264  N108 1.319, C110 1.387, H114 1.080
110 C -12.895 8.258 -17.079  C109 1.387, C111 1.362, H115 1.080
111 C -11.922 7.403 -17.502  C110 1.362, C112 1.416, H116 1.080
112 C -12.619 6.338 -18.122  N108 1.380, C111 1.416, H117 1.080
113 H -14.600 5.796 -18.076  N108 1.010
114 H -15.165 7.939 -16.961  C109 1.080
115 H -12.703 9.130 -16.473  C110 1.080
116 H -10.861 7.595 -17.443  C111 1.080
117 H -12.232 5.490 -18.669  C112 1.080


Record 2
Density functional theory data (wB97M-V/def2-TZVPD) for a gas-phase ion, C8H11F3N5O3 (charge +1) at a distorted geometry.

## Properties
total charge: +1
E_tot: -30209.8980 eV
frontier orbital gap: 9.7 eV
LUMO: -3.63 eV

Each atom is followed by the atoms it is bonded to, with distances in Å.
Positions of all 30 atoms, in Å:
1 C -1.179 -1.404 3.077  C2 1.586, H20 1.138, H21 1.128, H22 1.130
2 C -1.073 0.174 3.189  C1 1.586, O3 1.439, C4 1.599, H23 1.140
3 O -2.289 0.801 2.742  C2 1.439, H24 0.980
4 C 0.244 0.777 2.514  C2 1.599, N5 1.483, H25 1.130, H26 1.136
5 N 0.275 0.613 1.040  C4 1.483, C6 1.390, N16 1.347
6 C -0.541 1.362 0.200  N5 1.390, N7 1.391, H27 1.114
7 N -0.299 0.927 -1.099  C6 1.391, C8 1.398
8 C 0.696 -0.055 -1.056  N7 1.398, N9 1.330, N16 1.419
9 N 1.213 -0.697 -2.100  C8 1.330, C10 1.478, H28 1.029
10 C 0.841 -0.565 -3.524  N9 1.478, O11 1.422, H29 1.137, H30 1.136
11 O 0.344 0.704 -3.932  C10 1.422, C12 1.400
12 C -0.994 0.577 -4.323  O11 1.400, F13 1.381, F14 1.389, F15 1.380
13 F -1.794 -0.044 -3.384  C12 1.381
14 F -1.109 -0.169 -5.490  C12 1.389
15 F -1.560 1.818 -4.537  C12 1.380
16 N 1.033 -0.229 0.311  N5 1.347, C8 1.419, N17 1.386
17 N 1.963 -1.172 0.720  N16 1.386, C18 1.284
18 C 3.006 -0.648 1.252  N17 1.284, O19 1.144
19 O 3.880 -0.306 1.907  C18 1.144
20 H -0.199 -1.845 2.702  C1 1.138
21 H -2.013 -1.684 2.371  C1 1.128
22 H -1.394 -1.821 4.106  C1 1.130
23 H -0.985 0.426 4.298  C2 1.140
24 H -2.104 1.731 2.496  O3 0.980
25 H 1.128 0.265 2.996  C4 1.130
26 H 0.250 1.881 2.784  C4 1.136
27 H -1.249 2.156 0.528  C6 1.114
28 H 1.955 -1.375 -1.881  N9 1.029
29 H 1.786 -0.757 -4.126  C10 1.137
30 H 0.167 -1.443 -3.780  C10 1.136


Record 3
Density functional theory data (wB97M-V/def2-TZVPD) for 12 unconnected molecules or ions with the total composition H22NO14 at a distorted geometry.

## Properties
total charge: -1
E_tot: -30511.2572 eV
frontier orbital gap: 10.3 eV
LUMO: 2.76 eV

Each atom is followed by the atoms it is bonded to, with distances in Å.
Positions of all 37 atoms, in Å:
1 N -0.585 -0.135 0.264  O2 1.197, O3 1.255, O4 1.258
2 O -0.607 -0.153 -0.932  N1 1.197
3 O -1.363 0.550 0.972  N1 1.255
4 O 0.397 -0.705 0.804  N1 1.258
5 O 0.830 2.719 1.374  H6 0.961, H7 0.943
6 H 1.355 2.956 0.605  O5 0.961
7 H 0.305 2.011 1.036  O5 0.943
8 O -2.678 2.708 1.996  H9 0.928, H10 0.980
9 H -3.507 2.811 2.397  O8 0.928
10 H -2.186 1.864 2.074  O8 0.980
11 O 2.126 0.649 -1.370  H12 0.979, H13 0.936
12 H 2.427 0.488 -0.452  O11 0.979
13 H 1.216 0.832 -1.248  O11 0.936
14 O -0.137 -3.419 -0.780  H15 0.908, H16 1.016
15 H 0.312 -2.631 -0.834  O14 0.908
16 H -1.053 -3.082 -1.064  O14 1.016
17 O -1.118 -1.295 3.320  H18 0.965, H19 0.959
18 H -0.313 -1.825 3.352  O17 0.965
19 H -0.977 -0.601 2.673  O17 0.959
20 O -2.720 2.292 -1.458  H21 0.941, H22 0.944
21 H -2.645 1.357 -1.389  O20 0.941
22 H -2.684 2.395 -2.395  O20 0.944
23 O -3.783 0.069 -0.333  H24 0.942, H25 1.000
24 H -3.221 -0.477 -0.856  O23 0.942
25 H -3.351 0.146 0.566  O23 1.000
26 O 2.070 -2.054 -1.723  H27 0.992, H28 0.986
27 H 1.375 -2.057 -2.430  O26 0.992
28 H 2.088 -1.096 -1.489  O26 0.986
29 O 0.468 -0.363 -3.596  H30 0.953, H31 0.984
30 H -0.050 -0.415 -2.798  O29 0.953
31 H 0.555 0.574 -3.883  O29 0.984
32 O 3.212 0.811 1.173  H33 0.928, H34 0.949
33 H 2.464 0.809 1.721  O32 0.928
34 H 3.883 0.468 1.750  O32 0.949
35 O 2.664 -2.366 1.268  H36 0.990, H37 0.967
36 H 1.896 -1.785 1.038  O35 0.990
37 H 3.334 -2.048 0.648  O35 0.967


Record 4
Density functional theory data (wB97M-V/def2-TZVPD) for 2 unconnected molecules or ions with the total composition C4H8NOS at a distorted geometry.

## Properties
total charge: +1
E_tot: -18640.2017 eV
frontier orbital gap (alpha / beta): 7.1 / 7.1 eV
LUMO (alpha / beta): -6.48 / -6.48 eV

Each atom is followed by the atoms it is bonded to, with distances in Å.
Positions of all 15 atoms, in Å:
1 C -1.321 2.622 1.498  C2 1.395, S7 1.721, H8 1.102
2 C -0.995 1.326 1.101  C1 1.395, C4 1.385, O6 1.503, S7 2.255
3 C 0.139 -0.805 0.396  C4 1.415, H9 1.058, H10 1.075, H11 1.156
4 C 0.109 0.510 0.918  C2 1.385, C3 1.415, H12 1.160
5 N 1.515 -1.684 -2.333  H13 1.019, H14 1.025, H15 0.978
6 O -2.395 0.894 0.765  C2 1.503, S7 1.649
7 S -3.005 2.329 1.298  C1 1.721, C2 2.255, O6 1.649
8 H -0.732 3.302 2.135  C1 1.102
9 H 1.077 -1.284 0.507  C3 1.058
10 H -0.710 -1.433 0.599  C3 1.075
11 H 0.172 -0.684 -0.753  C3 1.156
12 H 1.144 0.993 1.118  C4 1.160
13 H 1.397 -2.450 -1.671  N5 1.019
14 H 2.533 -1.630 -2.432  N5 1.025
15 H 1.073 -2.005 -3.145  N5 0.978


Record 5
Density functional theory data (wB97M-V/def2-TZVPD) for 2 unconnected molecules or ions with the total composition C3H10NO2 at a distorted geometry.

## Properties
total charge: +1
E_tot: -8850.1572 eV
frontier orbital gap: 11.5 eV
LUMO: -3.12 eV

Each atom is followed by the atoms it is bonded to, with distances in Å.
Positions of all 16 atoms, in Å:
1 O 0.856 2.052 0.795  C2 1.211
2 C 1.352 1.866 1.884  O1 1.211, O3 1.353, H4 1.155
3 O 2.214 0.836 2.044  C2 1.353, H5 0.973
4 H 0.726 2.382 2.707  C2 1.155
5 H 3.065 1.251 2.269  O3 0.973
6 C -0.898 -1.417 0.212  N7 1.490, H9 1.082, H10 1.100, H11 1.089
7 N -0.901 -0.237 -0.699  C6 1.490, C8 1.507, H12 1.033, H13 1.039
8 C -0.735 -0.572 -2.158  N7 1.507, H14 1.087, H15 1.100, H16 1.087
9 H -1.004 -1.123 1.247  C6 1.082
10 H 0.128 -1.810 0.259  C6 1.100
11 H -1.568 -2.209 -0.121  C6 1.089
12 H -1.561 0.456 -0.310  N7 1.033
13 H -0.076 0.379 -0.563  N7 1.039
14 H -1.027 -1.559 -2.507  C8 1.087
15 H -0.892 0.391 -2.666  C8 1.100
16 H 0.320 -0.686 -2.392  C8 1.087


Record 6
Density functional theory data (wB97M-V/def2-TZVPD) for 5 unconnected molecules or ions with the total composition H12NO4 at a distorted geometry.

## Properties
total charge: 0
E_tot: -9871.4220 eV
spin multiplicity: 2
expectation value of S²: 0.7507
frontier orbital gap (alpha / beta): 3.7 / 12.0 eV
LUMO (alpha / beta): 0.68 / 0.37 eV

Each atom is followed by the atoms it is bonded to, with distances in Å.
Positions of all 17 atoms, in Å:
1 N 0.319 0.379 -1.116  H2 1.128, H3 1.026, H4 1.058, H5 1.097
2 H 1.386 0.595 -0.820  N1 1.128
3 H -0.327 0.955 -0.564  N1 1.026
4 H -0.039 -0.615 -1.155  N1 1.058
5 H 0.275 0.688 -2.167  N1 1.097
6 H -1.019 -1.334 1.964  O8 0.988
7 H -1.828 -0.834 3.225  O8 0.947
8 O -1.678 -0.680 2.303  H6 0.988, H7 0.947
9 H 0.241 -4.203 -0.421  O11 0.921
10 H 0.598 -3.846 -1.767  O11 0.923
11 O 0.482 -3.474 -0.930  H9 0.921, H10 0.923
12 H -2.624 1.785 0.388  O14 0.911
13 H -1.970 0.854 1.178  O14 0.945
14 O -2.054 1.085 0.266  H12 0.911, H13 0.945
15 H 2.284 3.502 -0.211  O17 0.978
16 H 3.336 2.548 0.184  O17 0.900
17 O 2.617 2.594 -0.356  H15 0.978, H16 0.900